# 1
This record from the OMol25 dataset describes a single C17H23N3O3 molecule. The level of theory is ωB97M-V with the def2-TZVPD basis set.

For the energy above the lowest of the compared OMol25 structures with the same formula, charge and spin, the calculation gives 205.9 kJ/mol. The frontier orbital gap comes out at 8.799 eV.

ORCA input file:
```
! RIJCOSX wB97M-V def2-TZVPD def2/J DEFGRID3
* xyz 0 1
C 4.968 -1.337 -0.067
C 4.321 0.025 0.082
C 2.808 0.127 0.353
C 2.469 -0.351 1.798
C 1.857 -0.481 -0.701
N 0.562 0.203 -0.856
C 0.458 1.608 -1.016
O 0.468 2.080 -2.154
C 0.231 2.412 0.250
N 0.787 3.772 0.043
C -1.324 2.513 0.540
C -1.883 1.192 0.971
C -1.803 0.587 2.186
N -2.425 -0.619 2.149
C -2.867 -0.861 0.911
C -3.554 -1.970 0.382
C -3.906 -1.944 -0.990
C -3.629 -0.835 -1.775
C -2.979 0.276 -1.270
C -2.587 0.260 0.095
C 1.545 -1.962 -0.430
O 2.348 -2.862 -0.528
O 0.279 -2.170 -0.102
H 4.657 -1.802 -1.019
H 6.064 -1.288 -0.067
H 4.613 -1.889 0.824
H 4.433 0.604 -0.867
H 4.891 0.627 0.831
H 2.579 1.204 0.344
H 3.055 0.231 2.554
H 2.784 -1.377 2.041
H 1.408 -0.173 1.964
H 2.400 -0.358 -1.649
H 0.166 -0.136 -1.783
H 0.717 1.905 1.087
H 0.393 4.115 -0.842
H 1.780 3.636 -0.062
H -1.348 3.249 1.349
H -1.728 2.933 -0.391
H -1.275 0.988 3.050
H -2.467 -1.276 2.892
H -3.825 -2.815 1.033
H -4.415 -2.762 -1.492
H -3.935 -0.813 -2.822
H -2.752 1.097 -1.944
H -0.182 -1.323 -0.032
*
```

---

# 2
This record from the OMol25 dataset describes C17H23N3O3 as an isolated structure. The level of theory is ωB97M-V with the def2-TZVPD basis set.

For the energy above the lowest of the compared OMol25 structures with the same formula, charge and spin, the calculation gives 974.9 kJ/mol. The frontier orbital gap comes out at 8.478 eV.

ORCA input file:
```
! RIJCOSX wB97M-V def2-TZVPD def2/J DEFGRID3
* xyz 0 1
C -0.296 3.107 -0.040
C 0.448 2.099 0.924
C -1.767 2.951 -0.110
C -2.088 1.505 -0.360
C -2.264 0.964 -1.646
C -2.162 0.398 0.475
C -2.295 -0.797 -0.310
C -2.078 0.352 1.913
C -2.211 -2.090 0.276
C -2.197 -0.929 2.511
C -2.314 -2.164 1.692
C 1.772 0.113 0.907
C 3.264 0.044 0.659
C 1.201 -1.341 0.808
C 1.006 -1.582 -0.735
C 2.308 -1.700 -1.382
C 0.144 -2.904 -0.934
H 0.089 3.603 -2.100
H 1.340 3.411 -1.102
H -0.049 4.079 0.436
H -2.150 3.696 -0.915
H -2.044 3.003 1.051
H -2.193 1.401 -2.703
H -2.623 -0.921 -2.465
H -1.872 1.106 2.712
H -2.122 -2.975 -0.479
H -2.430 -0.967 3.692
H -2.540 -3.058 2.113
H 1.156 1.163 -0.930
H 1.708 0.396 2.017
H 1.964 -2.099 1.038
H 0.303 -1.535 1.500
H 0.389 -0.658 -1.177
H 2.504 -2.851 -2.335
H 3.308 -1.775 -0.304
H 2.334 -0.552 -2.118
H -0.882 -2.812 -0.636
H 0.864 -3.507 -0.374
H 0.174 -3.403 -1.920
H 4.725 1.056 0.157
N 0.465 2.936 -1.385
N -2.371 -0.467 -1.667
N 1.029 1.151 0.129
O 0.696 2.300 2.131
O 3.958 -0.916 0.838
O 3.800 1.168 0.151
*
```

---

# 3
This record from the OMol25 dataset describes a single C17H23N3O3 molecule. The level of theory is ωB97M-V with the def2-TZVPD basis set.

For the energy above the lowest of the compared OMol25 structures with the same formula, charge and spin, the calculation gives 125.7 kJ/mol. The frontier orbital gap comes out at 8.722 eV.

ORCA input file:
```
! RIJCOSX wB97M-V def2-TZVPD def2/J DEFGRID3
* xyz 0 1
C -1.895 1.689 -1.849
C -0.937 1.802 -0.632
C -0.307 3.232 -0.661
C -1.599 1.471 0.696
C -2.166 0.040 0.847
N -1.225 -0.908 0.337
C -1.026 -2.132 0.935
O -1.322 -2.327 2.124
C -0.297 -3.117 0.034
N -0.590 -3.042 -1.382
C 1.222 -3.108 0.240
C 1.931 -1.871 -0.213
C 2.529 -1.637 -1.426
N 3.098 -0.382 -1.500
C 2.834 0.262 -0.293
C 3.221 1.543 0.094
C 2.921 1.878 1.397
C 2.301 0.980 2.285
C 1.820 -0.248 1.872
C 2.141 -0.646 0.521
C -3.529 -0.119 0.180
O -3.766 -0.732 -0.827
O -4.484 0.432 0.936
H -2.346 0.650 -1.993
H -1.430 1.961 -2.812
H -2.725 2.387 -1.723
H -0.195 1.024 -0.791
H 0.007 3.478 -1.691
H 0.557 3.347 -0.048
H -1.022 3.989 -0.347
H -2.360 2.241 0.848
H -0.846 1.646 1.480
H -2.261 -0.236 1.914
H -1.198 -1.000 -0.715
H -0.631 -4.114 0.345
H -1.574 -2.977 -1.581
H -0.004 -2.391 -1.859
H 1.613 -3.928 -0.348
H 1.496 -3.246 1.295
H 2.590 -2.290 -2.288
H 3.434 0.086 -2.343
H 3.690 2.261 -0.560
H 3.147 2.854 1.812
H 2.176 1.344 3.328
H 1.209 -0.841 2.538
H -4.205 0.696 1.824
*
```

---

# 4
This record from the OMol25 dataset describes C17H23N3O3S as an isolated structure. The level of theory is ωB97M-V with the def2-TZVPD basis set.

For the energy above the lowest of the compared OMol25 structures with the same formula, charge and spin, the calculation gives 1896.5 kJ/mol. The frontier orbital gap comes out at 8.266 eV.

ORCA input file:
```
! RIJCOSX wB97M-V def2-TZVPD def2/J DEFGRID3
* xyz 0 1
C -3.769 -3.747 -2.462
C -3.807 -2.831 -1.276
C -2.617 -2.188 -1.088
C -2.421 -1.264 0.128
C -3.573 -0.922 1.082
C -4.584 -1.721 0.750
C -4.622 -2.617 -0.282
H -5.734 -2.935 -0.715
H -5.488 -1.489 1.253
C -3.399 -0.241 2.235
H -3.600 0.743 1.819
H -2.267 -0.097 2.422
H -4.083 -0.525 3.120
N -1.126 -0.689 0.353
C 0.035 -1.143 -0.041
C 1.367 -0.731 0.845
N 1.286 0.751 0.794
S 2.121 1.266 -0.704
O 2.289 0.176 -1.756
O 1.414 2.305 -1.355
C 3.587 2.063 -0.197
C 4.721 2.410 -1.055
O 5.614 2.856 -0.370
N 5.465 2.547 1.035
C 4.067 2.263 0.890
C 3.513 1.656 2.405
H 4.235 2.033 3.395
H 3.422 0.584 2.292
H 2.735 2.118 2.649
C 4.535 2.600 -2.421
H 5.430 3.180 -2.915
H 3.630 3.369 -2.794
H 4.455 1.646 -2.983
C 0.052 1.481 1.064
H 0.185 2.505 0.765
C -1.082 0.700 -0.024
H -2.139 1.389 0.395
H -0.793 0.773 -0.855
H -0.078 1.288 1.985
H 2.359 -1.136 0.328
H 1.119 -1.040 1.962
H 0.262 -2.484 0.167
H 0.387 -1.053 -1.038
H -1.598 -2.227 -1.504
H -4.637 -4.101 -2.572
H -3.095 -4.417 -2.441
H -3.770 -3.108 -3.283
*
```

---

# 5
This record from the OMol25 dataset describes a 2-piece molecular cluster, C17H23NO2 overall. The level of theory is ωB97M-V with the def2-TZVPD basis set.

For the energy above the lowest of the compared OMol25 structures with the same formula, charge and spin, the calculation gives 385.5 kJ/mol. The frontier orbital gap comes out at 7.543 eV.

ORCA input file:
```
! RIJCOSX wB97M-V def2-TZVPD def2/J DEFGRID3
* xyz 0 1
C -2.124 -0.656 1.748
C -0.976 0.262 1.443
C 0.183 -0.385 0.745
C 1.464 -0.114 1.458
C 2.092 -1.223 2.255
O 2.030 1.008 1.382
O -1.006 1.491 1.727
H -1.768 -1.699 1.822
H -2.593 -0.342 2.687
H -2.870 -0.594 0.946
H 0.063 -1.382 0.153
H 1.423 -2.107 2.301
H 3.058 -1.502 1.798
H 2.299 -0.851 3.267
C 3.123 -1.007 -3.670
C 3.335 -0.974 -2.159
C 2.759 0.300 -1.558
N 1.317 0.452 -1.914
C 0.363 0.814 -1.038
C -0.996 1.069 -1.509
C -1.741 0.192 -2.330
C -2.943 0.643 -2.877
C -3.414 1.948 -2.551
C -2.700 2.752 -1.643
C -1.534 2.297 -1.105
C 1.203 0.650 -3.359
C 1.739 -0.580 -4.110
H 3.841 -0.336 -4.123
H 3.309 -2.025 -4.027
H 2.847 -1.826 -1.690
H 4.408 -0.996 -1.890
H 2.875 0.356 -0.471
H 3.260 1.186 -2.001
H 0.741 1.416 -0.164
H -1.371 -0.821 -2.535
H -3.503 0.013 -3.576
H -4.338 2.315 -3.022
H -3.085 3.757 -1.389
H -0.980 2.876 -0.365
H 0.175 0.897 -3.648
H 1.838 1.530 -3.604
H 1.683 -0.353 -5.189
H 1.040 -1.383 -3.924
*
```

---

# 6
This record from the OMol25 dataset describes a single C17H23NO5S molecule. The level of theory is ωB97M-V with the def2-TZVPD basis set.

For the energy above the lowest of the compared OMol25 structures with the same formula, charge and spin, the calculation gives 7.9 kJ/mol. The frontier orbital gap comes out at 8.327 eV.

ORCA input file:
```
! RIJCOSX wB97M-V def2-TZVPD def2/J DEFGRID3
* xyz 0 1
C -2.992 -2.988 1.320
C -2.112 -3.678 0.284
C -1.860 -2.784 -0.927
O -1.116 -1.617 -0.584
C 0.228 -1.757 -0.484
O 0.772 -2.820 -0.673
C 0.893 -0.501 -0.139
C 0.290 0.745 -0.183
N -0.996 1.053 -0.571
C -1.449 2.333 -0.585
O -0.747 3.268 -0.254
C -2.894 2.496 -1.015
C -3.843 2.142 0.134
C -4.011 0.651 0.291
O -3.775 -0.165 -0.562
O -4.480 0.324 1.493
S 1.357 2.015 0.275
C 2.636 0.871 0.551
C 2.261 -0.408 0.286
C 3.209 -1.558 0.433
C 4.418 -1.433 -0.500
C 5.489 -0.462 -0.007
C 5.075 1.008 -0.020
C 3.977 1.342 0.996
H -3.135 -3.628 2.188
H -2.525 -2.060 1.646
H -3.965 -2.766 0.885
H -1.152 -3.946 0.727
H -2.593 -4.594 -0.064
H -2.799 -2.402 -1.333
H -1.310 -3.340 -1.693
H -1.596 0.274 -0.825
H -3.037 3.539 -1.299
H -3.108 1.852 -1.870
H -3.499 2.565 1.079
H -4.837 2.551 -0.066
H -4.583 -0.639 1.577
H 2.680 -2.481 0.207
H 3.560 -1.605 1.468
H 4.075 -1.130 -1.492
H 4.876 -2.420 -0.597
H 6.371 -0.573 -0.644
H 5.783 -0.741 1.008
H 4.734 1.285 -1.019
H 5.954 1.614 0.212
H 3.933 2.423 1.141
H 4.231 0.883 1.957
*
```